1.
DFT (the ωB97M-V functional and the def2-TZVPD basis) results for C5H14N2 in the gas phase at a distorted geometry.

Last column: Mulliken charge in e.
Positions of all 21 atoms, in Å:
C -0.552 -0.752 -0.054  0.00
H -0.326 1.183 0.557  0.21
H -1.895 2.172 -0.951  0.34
C 2.678 0.878 -0.401  -0.76
H 1.323 -0.149 -1.514  0.24
H 1.195 -2.069 0.170  0.31
H -2.868 1.111 0.182  0.26
H -0.954 -0.753 2.010  0.35
H 2.934 1.320 -1.365  0.30
H -0.904 -1.149 -1.014  0.42
H -1.190 -2.312 1.333  0.38
H 3.584 0.526 0.090  0.26
H -2.392 0.602 -1.435  0.34
N -0.711 0.700 -0.247  -0.20
C -2.050 1.162 -0.555  -0.97
N 1.828 -0.284 -0.656  -0.30
C 0.947 -1.009 0.249  -0.83
H 2.098 1.640 0.143  0.26
H 1.031 -0.657 1.282  0.42
C -1.379 -1.259 1.136  -1.37
H -2.398 -0.901 1.043  0.35

Atoms 1-6, force components in eV/Å:
0.008 0.696 0.266
-0.066 0.096 0.003
-0.576 0.103 0.418
-1.265 -0.651 0.311
-0.013 0.120 -0.125
-0.236 -0.098 0.403

Output
HOMO-LUMO gap	9.14	eV
F_max	1.5	eV Å⁻¹
SMILES string	CNC[C@@H](C)NC
energy relative to the best compared isomer or geometry (same formula, charge and spin)	143.48	kJ/mol


2.
DFT (the ωB97M-V functional and the def2-TZVPD basis) results for a gas-phase ion, C4H8N2P (charge +1) at a distorted geometry.

Last column: Mulliken charge in e.
Positions of all 15 atoms, in Å:
H 0.592 -1.684 0.116  0.26
N 0.967 1.378 -0.098  -0.03
C -0.767 -0.008 -0.191  0.10
H -0.842 2.305 -0.335  0.43
C -2.417 -0.695 -0.279  -1.13
H -3.049 0.103 -0.410  0.36
C -0.416 1.327 -0.220  -0.20
H 3.843 0.997 0.085  0.12
H 3.170 -0.915 1.244  0.14
C 1.444 0.133 -0.108  0.04
N 0.380 -0.699 -0.037  -0.03
H -2.536 -1.189 -1.147  0.41
H -2.446 -1.268 0.536  0.40
H 1.547 2.183 -0.030  0.19
P 3.269 -0.438 -0.137  -0.06

Atoms 1-6, force components in eV/Å:
-0.904 0.199 -0.354
-0.449 -1.976 -0.730
-5.009 0.636 -0.304
-1.031 -0.322 0.016
5.845 3.477 -0.440
-1.454 2.093 0.754

Output
HOMO-LUMO gap	10.14	eV
F_max	6.8	eV Å⁻¹
net charge	+1
SMILES string	Cc1c[nH]c(P)[nH+]1
energy relative to the best compared isomer or geometry (same formula, charge and spin)	113.91	kJ/mol


3.
DFT (the ωB97M-V functional and the def2-TZVPD basis) results for C4H7N3OS in the gas phase at a distorted geometry.

Last column: Löwdin spin population.
Positions of all 16 atoms, in Å:
H 0.805 -0.053 2.175  0.00
C 1.632 -0.224 0.279  0.11
C -1.415 -1.174 -0.030  0.53
H -0.356 1.001 -1.694  0.01
C -2.027 0.265 -0.378  0.11
S 2.976 0.289 -0.596  0.08
C -0.913 1.237 -0.737  0.01
N -0.228 -1.555 0.143  0.76
N 1.410 0.278 1.494  0.07
H -2.372 0.475 0.654  0.02
H -2.123 -1.964 0.216  0.05
H -2.585 0.084 -1.263  0.02
N 0.819 -0.957 -0.401  0.20
H 2.196 0.806 1.775  0.00
H 2.779 -0.660 -1.552  0.01
O -0.598 2.153 -0.085  0.02

Atoms 1-6, force components in eV/Å:
-1.464 -0.922 0.869
-1.493 -0.542 1.203
-6.935 0.328 -1.954
-0.483 0.078 0.373
3.271 -1.625 2.469
1.739 0.448 -0.953

Output
HOMO-LUMO gap (alpha / beta)	5.15 / 7.19	eV
F_max	7.6	eV Å⁻¹
2S+1	3
energy relative to the best compared isomer or geometry (same formula, charge and spin)	251.60	kJ/mol


4.
DFT (the ωB97M-V functional and the def2-TZVPD basis) results for a molecular structure, C32H40F7IO26 at a distorted geometry.

Last column: Mulliken charge in e.
Positions of all 106 atoms, in Å:
C 1.883 -2.166 -3.636  -0.45
H 2.904 3.599 1.627  0.41
F 7.092 -3.617 8.574  -0.29
H -4.490 -0.879 1.011  0.28
O 5.894 -0.273 0.256  -0.58
H -8.745 0.620 -1.017  0.25
H 1.828 0.299 0.637  -0.33
C 6.908 0.010 -4.131  0.63
O -4.818 -0.588 -5.575  -0.33
C -3.860 -0.114 3.568  0.60
O -6.635 -2.502 -0.936  -0.55
C 1.233 2.610 3.403  -1.02
H 1.086 3.576 2.799  0.38
C 0.811 -0.271 -3.137  0.54
O 1.808 -1.887 0.694  -0.35
H 6.048 -1.107 7.530  0.28
C -7.429 -1.753 -1.429  0.61
H -5.095 -2.747 2.436  0.28
H -1.592 1.186 1.743  0.31
F -7.952 3.434 -0.858  -0.30
C 2.574 1.803 3.037  0.65
H 5.439 -2.676 6.964  0.24
C 6.915 -0.165 2.483  -0.94
H 8.222 -2.027 8.098  0.27
O -8.627 -1.429 -0.867  -0.36
O -7.240 -1.115 -2.616  -0.25
O 6.225 -0.526 -4.954  -0.54
C -5.145 -0.665 1.859  0.46
H 8.970 -0.001 -1.789  0.30
O -9.167 2.473 -5.005  -0.48
H 0.218 -0.908 2.718  0.30
C -0.449 1.146 1.885  -0.50
O -4.635 0.432 2.589  -0.29
O 2.056 -2.697 3.046  -0.60
O 8.089 -3.399 6.572  -0.32
H -2.542 -1.879 -6.494  0.23
C 7.793 -2.663 5.463  0.60
H 7.968 0.301 2.449  0.38
H 1.552 -2.957 -2.958  0.27
H -9.061 -1.049 -3.580  0.30
O 8.345 -2.784 4.411  -0.49
O 0.022 -0.914 -4.047  -0.22
C 8.590 0.420 -2.720  -0.46
H 4.277 3.279 2.788  0.25
H -9.780 4.741 -1.931  0.29
C -8.878 4.783 -2.547  -0.43
O -3.058 0.499 4.208  -0.51
H 0.049 1.703 1.020  0.37
F 7.935 2.655 -2.389  -0.31
O -6.203 -2.359 -5.338  -0.51
H -3.426 -0.117 -4.135  0.33
O 7.973 -0.580 -3.520  -0.31
C -3.470 -0.424 -5.184  0.41
O 3.685 -1.478 1.993  -0.39
H 0.568 -0.591 -0.414  0.00
C 7.494 -2.710 7.652  0.32
O 5.712 1.822 1.362  -0.42
O 6.795 -1.768 5.705  -0.21
H 6.837 1.147 -1.636  -0.13
O -3.963 -2.644 -5.213  -0.34
H 1.290 -1.399 -5.594  0.31
O 1.979 -0.941 -2.920  -0.20
C 7.470 1.385 -2.496  0.82
H -0.154 0.920 4.128  0.33
F 0.142 -2.942 -5.011  -0.31
C -0.111 1.746 3.333  -0.62
C 3.492 2.754 2.129  -0.95
O -8.309 2.604 -2.916  -0.22
C 1.130 -0.607 0.604  0.32
H 2.848 -2.448 -4.059  0.30
F -2.908 0.529 -5.966  -0.31
H -6.130 -1.736 3.464  0.29
C 4.304 2.002 0.965  -0.04
H 3.793 1.027 0.679  0.01
C -7.880 3.731 -2.178  0.26
C -9.068 -0.276 -1.556  0.52
H 2.387 0.766 2.610  -0.57
C -8.454 -0.434 -2.909  -0.12
C 6.321 -2.031 7.019  -0.42
H 4.343 2.738 0.077  0.28
C 2.550 -2.004 1.884  0.87
H 3.149 1.648 4.025  0.41
F -10.421 -0.306 -1.627  -0.32
I 3.608 -3.848 3.718  0.24
H 6.443 0.109 3.484  0.20
O -4.106 -1.445 3.722  -0.31
H -8.260 0.524 -3.393  -0.04
H -2.034 -1.990 -4.798  -0.09
H -0.954 -0.953 1.281  0.18
O -9.203 4.435 -3.886  -0.36
C 0.871 -1.846 -4.688  0.32
C -0.032 -0.416 1.723  -0.27
H 1.342 2.959 4.498  0.30
F -6.383 -0.349 1.415  -0.30
O 0.515 0.762 -2.601  -0.52
H 9.424 0.863 -3.272  0.28
C -8.919 3.111 -4.027  0.61
C 6.107 0.469 1.236  0.85
H -0.979 2.459 3.600  0.28
C -5.098 -1.908 -5.374  0.65
H -8.461 5.789 -2.492  0.29
H -6.848 3.975 -2.446  0.28
C -2.871 -1.767 -5.457  -0.03
O 6.712 1.282 -3.685  -0.33
H 7.033 -1.286 2.352  0.27
C -5.207 -1.757 2.879  -0.51

Atoms 1-6, force components in eV/Å:
0.926 -0.586 0.193
0.552 -1.371 0.745
0.122 -0.010 0.145
-0.184 0.061 -0.065
0.285 3.075 2.463
-0.184 -0.038 0.035

Output
HOMO-LUMO gap	8.46	eV
F_max	4.5	eV Å⁻¹


5.
DFT (the ωB97M-V functional and the def2-TZVPD basis) results for a molecular structure, C2H5IS2 at a distorted geometry.

Last column: Mulliken charge in e.
Positions of all 10 atoms, in Å:
C 0.808 0.015 -0.239  -0.35
S -1.263 -2.332 -0.433  -0.22
H 0.523 -0.020 -1.379  0.36
S 0.304 -1.555 0.608  0.00
I 2.840 0.333 -0.060  0.11
H 0.227 2.056 -0.221  0.35
H -0.994 0.879 -0.160  0.29
H -0.068 1.028 1.471  0.30
C -0.021 1.058 0.317  -1.01
H -2.356 -1.461 0.096  0.16

Atoms 1-6, force components in eV/Å:
-1.116 -1.959 -2.821
-1.771 1.923 0.847
0.961 -0.458 2.075
0.652 -0.309 -0.198
1.046 0.009 0.187
-0.028 -1.152 1.630

Output
HOMO-LUMO gap	9.51	eV
F_max	3.6	eV Å⁻¹
energy relative to the best compared isomer or geometry (same formula, charge and spin)	93.99	kJ/mol


6.
DFT (the ωB97M-V functional and the def2-TZVPD basis) results for 3 unconnected molecules or ions with the total composition C3H7O2 at a distorted geometry.

Last column: Mulliken charge in e.
Positions of all 12 atoms, in Å:
H -3.051 -1.545 2.812  -0.10
H -1.174 1.330 -0.289  0.18
C -0.877 2.324 0.180  0.03
C 2.131 -1.587 -0.924  -0.89
C 1.292 -0.473 -1.232  -0.21
H -0.110 2.162 0.893  0.26
H 2.084 -2.032 0.047  0.28
O -1.291 3.381 -0.162  -0.48
H 1.280 0.105 -2.156  0.38
H -3.688 -1.811 3.102  0.10
O 0.438 -0.032 -0.474  -0.67
H 2.966 -1.822 -1.797  0.13

Atoms 1-6, force components in eV/Å:
-0.200 -0.087 0.078
-0.051 1.015 0.403
-0.547 -3.121 -1.324
1.209 1.804 -4.429
2.160 -2.632 0.310
1.155 0.174 1.245

Output
HOMO-LUMO gap	6.17	eV
F_max	4.9	eV Å⁻¹
net charge	-1
energy relative to the best compared isomer or geometry (same formula, charge and spin)	375.29	kJ/mol


Among the records above, which one has the lowest F_max? C5H14N2